Record 1
{"formula": "C22H39BN4O8PS", "method": "ωB97M-V/def2-TZVPD", "charge": 1, "total_energy_ha": -2446.93341, "species": ["C", "C", "C", "C", "C", "C", "C", "C", "C", "N", "C", "C", "C", "C", "C", "C", "C", "C", "C", "N", "C", "B", "O", "O", "N", "O", "N", "P", "O", "O", "S", "H", "H", "H", "H", "H", "H", "H", "H", "H", "H", "H", "H", "H", "H", "H", "H", "H", "H", "H", "H", "H", "H", "H", "H", "H", "H", "H", "H", "H", "H", "H", "H", "H", "C", "O", "C", "O", "O", "C", "H", "H", "H", "H", "H", "H"], "positions_angstrom": [[-4.95189, -2.59839, 1.01195], [-5.39522, -2.53133, -0.45268], [-4.42212, -1.72007, -1.32996], [-4.28546, -2.23886, -2.76170], [-2.98437, -1.84817, -3.46242], [-1.72765, -2.40348, -2.79631], [-0.44097, -2.07185, -3.55484], [-0.06400, -0.58350, -3.36193], [1.00983, -0.51028, -2.28887], [1.33331, 0.87284, -1.83087], [0.61810, 1.97637, -2.44222], [-0.75265, 2.22591, -1.85714], [-1.27693, 1.44007, -0.84162], [-2.55228, 1.70347, -0.35634], [-3.28997, 2.74837, -0.86649], [-2.76765, 3.56385, -1.86906], [-3.54427, 4.73167, -2.40236], [-1.50114, 3.27980, -2.35511], [2.25836, 0.92349, -0.88270], [2.84882, -0.21919, -0.47832], [3.74411, 0.09270, 0.43953], [4.67283, -0.98711, 1.18807], [5.09128, -2.05969, 0.45927], [4.89150, -0.81303, 2.51490], [3.75429, 1.39568, 0.66088], [4.53131, 2.02697, 1.55714], [2.78395, 2.02099, -0.15971], [2.53806, 3.74866, -0.06829], [3.05047, 4.11409, -1.53064], [0.98248, 3.95437, -0.20481], [3.36749, 4.64981, 1.37949], [-4.42411, -1.68669, 1.29956], [-4.26254, -3.42897, 1.16876], [-5.79406, -2.73582, 1.68739], [-5.48505, -3.54186, -0.85413], [-6.38752, -2.08031, -0.49695], [-4.78972, -0.69025, -1.35644], [-3.45729, -1.69249, -0.81895], [-5.10650, -1.81495, -3.34751], [-4.43454, -3.32128, -2.79968], [-2.94279, -0.75398, -3.50268], [-3.01063, -2.20818, -4.49360], [-1.83667, -3.48737, -2.70615], [-1.64122, -2.01880, -1.77575], [-0.55173, -2.30158, -4.61261], [0.35397, -2.68509, -3.12357], [0.32816, -0.19490, -4.30120], [-0.96423, -0.04859, -3.06763], [1.91782, -0.97321, -2.67349], [0.67913, -1.06959, -1.41172], [1.20945, 2.88201, -2.44732], [0.49043, 1.72278, -3.49325], [-0.71339, 0.60805, -0.43303], [-2.97094, 1.07576, 0.41950], [-4.28471, 2.93057, -0.48128], [-4.60748, 4.63730, -2.19275], [-3.20738, 5.65264, -1.92100], [-3.40273, 4.85657, -3.47409], [-1.09487, 3.91100, -3.13908], [5.84756, -1.94903, -0.12456], [5.82887, -0.88369, 2.73701], [5.10872, 2.63574, 1.06422], [2.67719, 4.95267, -1.84253], [0.42196, 3.40998, 0.37021], [3.56799, -1.33102, 8.96371], [2.95503, -2.11243, 7.93104], [3.56870, -2.05230, 6.75595], [4.55708, -1.41202, 6.50274], [2.90454, -2.82244, 5.89280], [3.48101, -2.84337, 4.58546], [2.95799, -1.48430, 9.84780], [4.58460, -1.67149, 9.14722], [3.57553, -0.27767, 8.69195], [4.49534, -3.23693, 4.62044], [3.48524, -1.84637, 4.15760], [2.85415, -3.50228, 3.99074]], "forces_ev_per_a": [[0.07, -0.06, -0.13], [0.06, 0.15, 0.06], [-0.25, -0.16, 0.22], [-0.22, 0.27, -0.19], [0.00, 0.01, 0.22], [-0.12, -0.09, -0.16], [-0.16, 0.29, 0.62], [0.18, -0.57, -0.19], [-0.36, 0.05, -0.09], [0.35, 0.03, 0.10], [-0.30, 0.15, -0.25], [0.17, -0.02, 0.26], [0.08, -0.06, 0.10], [0.10, -0.22, 0.15], [-0.15, 0.15, -0.03], [-0.18, -0.05, -0.02], [0.02, 0.17, 0.13], [-0.03, 0.17, -0.12], [0.21, 0.27, 0.27], [-0.20, 0.19, -0.18], [-0.08, -0.02, 0.22], [-0.09, -0.25, 0.11], [0.47, 0.41, 0.27], [0.26, 0.75, -0.70], [0.02, -0.21, -0.29], [-0.03, -0.13, 0.09], [-0.14, -0.60, -0.03], [0.40, 0.84, 0.18], [-0.37, -0.12, -0.02], [-0.11, -0.61, -0.12], [-0.18, -0.17, -0.28], [-0.11, 0.07, 0.07], [0.06, 0.02, 0.02], [-0.01, -0.02, 0.04], [-0.07, -0.03, 0.03], [-0.05, -0.06, -0.13], [0.23, 0.10, -0.02], [0.10, -0.07, -0.09], [-0.05, -0.13, -0.03], [0.20, -0.05, 0.11], [0.07, 0.01, -0.08], [-0.03, 0.05, -0.06], [0.04, -0.03, 0.00], [0.03, -0.02, 0.04], [0.07, -0.11, -0.02], [0.11, -0.13, -0.35], [-0.12, 0.20, -0.02], [0.07, 0.21, -0.14], [0.04, -0.01, 0.17], [0.12, -0.09, -0.03], [0.20, 0.06, 0.21], [0.08, 0.00, -0.01], [-0.01, 0.00, -0.04], [0.00, -0.01, 0.01], [-0.03, 0.07, -0.03], [-0.03, -0.06, -0.05], [0.01, 0.02, -0.02], [-0.02, -0.04, -0.04], [0.05, -0.03, -0.04], [-0.19, -0.20, -0.26], [-0.16, -0.58, 0.49], [-0.02, 0.06, 0.04], [0.21, 0.07, -0.04], [-0.15, 0.21, 0.01], [-0.02, 0.01, 0.10], [-0.02, -0.01, 0.00], [-0.03, -0.02, 0.03], [0.05, 0.04, -0.02], [0.02, -0.02, -0.01], [-0.13, -0.14, -0.07], [-0.02, -0.02, -0.02], [0.02, 0.02, -0.04], [0.03, 0.00, -0.03], [0.03, 0.06, 0.00], [0.06, 0.04, 0.03], [-0.04, -0.02, 0.07]], "lowdin_charge": [-0.11, -0.25, -0.22, -0.21, -0.21, -0.21, -0.18, -0.18, -0.13, 0.00, -0.10, -0.23, -0.06, -0.06, -0.03, -0.26, -0.04, 0.00, -0.25, 0.21, -0.08, -0.55, 0.20, 0.20, -0.10, 0.03, 0.03, 0.15, -0.16, -0.15, 0.47, 0.06, 0.07, 0.07, 0.10, 0.10, 0.11, 0.08, 0.11, 0.11, 0.11, 0.12, 0.12, 0.10, 0.11, 0.11, 0.12, 0.09, 0.13, 0.12, 0.10, 0.13, 0.11, 0.11, 0.12, 0.08, 0.09, 0.08, 0.13, 0.13, 0.14, 0.11, 0.11, 0.11, -0.03, 0.01, -0.63, 0.12, 0.01, -0.04, 0.10, 0.10, 0.10, 0.10, 0.07, 0.10]}

Record 2
{"formula": "C22H39BrClIrN4OP", "method": "ωB97M-V/def2-TZVPD", "charge": 1, "total_energy_ha": -4635.69537, "species": ["Ir", "C", "C", "C", "C", "C", "C", "C", "Br", "C", "O", "C", "C", "C", "C", "C", "C", "H", "H", "H", "H", "H", "H", "H", "H", "H", "H", "H", "H", "H", "H", "H", "H", "H", "H", "H", "H", "C", "C", "P", "C", "C", "C", "C", "H", "H", "H", "H", "H", "H", "H", "H", "H", "H", "H", "H", "H", "H", "H", "Cl", "N", "C", "N", "N", "C", "N", "H", "H", "H", "H"], "positions_angstrom": [[0.35004, 1.71984, -0.48386], [-2.63418, -5.45620, 2.11553], [-3.08607, -4.00452, 2.26798], [-3.02264, -3.62248, 3.75467], [-4.53946, -3.89449, 1.78320], [-2.19894, -3.04124, 1.48049], [-2.54553, -1.70026, 1.38606], [-1.69308, -0.84724, 0.72278], [-2.17099, 0.99016, 0.57184], [-0.46578, -1.21355, 0.14803], [0.32246, -0.29760, -0.38089], [-0.14754, -2.58443, 0.17837], [-1.02120, -3.43551, 0.85167], [1.07085, -3.22846, -0.50897], [0.54920, -4.17576, -1.60049], [1.87755, -4.02823, 0.52563], [2.03210, -2.24097, -1.17587], [-3.30614, -6.10281, 2.68053], [-1.62679, -5.61091, 2.50582], [-2.66099, -5.77822, 1.07257], [-3.67315, -4.27871, 4.33602], [-3.35083, -2.59405, 3.91280], [-2.00575, -3.72014, 4.13868], [-5.15210, -4.64821, 2.27978], [-4.60618, -4.05432, 0.70583], [-4.97226, -2.91996, 2.01225], [-3.46029, -1.32146, 1.82154], [-0.76166, -4.48361, 0.88036], [-0.11772, -4.93487, -1.19276], [1.38597, -4.68455, -2.08382], [-0.00004, -3.61932, -2.36210], [1.30931, -4.86170, 0.93690], [2.18708, -3.38742, 1.35328], [2.77367, -4.43963, 0.05666], [1.53900, -1.64788, -1.94534], [2.83294, -2.81863, -1.64608], [2.47442, -1.56075, -0.44771], [-1.54765, 4.33880, 1.86671], [-0.31805, 4.83954, 1.10812], [0.05975, 4.00260, -0.46049], [-1.30477, 4.40275, -1.59471], [-1.53461, 5.88328, -1.89977], [1.55029, 4.85602, -1.08996], [1.75826, 6.32015, -0.68952], [-1.79588, 5.03554, 2.66581], [-1.36582, 3.36624, 2.31862], [-2.42352, 4.25747, 1.22044], [0.57069, 4.75598, 1.73773], [-0.43698, 5.89189, 0.84733], [-2.20906, 3.95831, -1.16721], [-1.09624, 3.84900, -2.51286], [-1.72080, 6.46836, -0.99914], [-2.40963, 5.98564, -2.54069], [-0.68824, 6.31767, -2.42925], [1.50976, 4.75038, -2.17729], [2.39677, 4.25925, -0.74814], [0.89727, 6.94536, -0.91857], [2.61044, 6.72668, -1.23351], [1.97561, 6.41455, 0.37351], [0.87867, 1.66373, -2.71242], [5.77111, -0.37721, -2.12834], [4.57725, 0.20409, -1.99819], [3.75534, 0.27688, -3.04257], [4.27508, 0.68519, -0.80282], [3.20204, 1.25488, -0.45582], [2.27667, 1.80608, 0.01262], [6.08315, -0.77573, -2.99585], [6.36966, -0.42803, -1.32262], [4.00427, -0.12395, -3.93029], [2.84389, 0.71671, -2.95225]], "forces_ev_per_a": [[-1.82, -0.36, 1.20], [-0.01, 0.01, 0.00], [-0.04, 0.08, 0.01], [-0.02, -0.06, -0.03], [0.05, -0.02, -0.01], [0.03, -0.07, -0.01], [-0.07, 0.10, -0.04], [0.14, -0.21, 0.00], [0.72, 0.46, -0.31], [-0.34, 0.39, 0.07], [0.81, -0.33, -0.21], [0.08, -0.10, -0.06], [-0.02, 0.02, -0.01], [-0.08, 0.06, 0.07], [0.03, 0.01, 0.00], [0.00, 0.02, -0.01], [0.04, 0.00, -0.07], [0.00, -0.01, 0.00], [0.00, -0.01, -0.01], [0.01, -0.01, 0.00], [0.00, 0.01, 0.02], [0.00, 0.00, 0.01], [0.00, 0.01, 0.00], [-0.02, 0.01, 0.01], [-0.01, -0.02, 0.00], [0.00, 0.01, -0.02], [0.00, -0.01, 0.01], [0.01, 0.01, 0.00], [0.01, -0.02, 0.00], [0.00, -0.01, 0.00], [-0.01, 0.00, 0.00], [0.00, -0.01, 0.02], [0.01, 0.00, 0.00], [-0.01, -0.02, 0.00], [0.01, -0.02, 0.02], [0.02, -0.01, 0.02], [0.02, -0.02, -0.01], [0.04, 0.00, -0.10], [-0.09, -0.23, 0.16], [0.64, -0.13, -0.60], [-0.11, 0.11, 0.04], [-0.06, -0.08, -0.02], [-0.05, 0.18, 0.03], [-0.01, -0.08, -0.05], [0.00, -0.01, 0.01], [-0.01, -0.06, 0.00], [-0.01, 0.02, 0.00], [0.03, 0.07, -0.02], [0.06, 0.05, 0.03], [0.02, -0.03, -0.02], [0.01, -0.02, 0.01], [0.01, 0.01, 0.01], [0.01, 0.03, 0.00], [0.02, 0.01, 0.01], [0.02, -0.05, 0.00], [0.01, -0.02, -0.04], [-0.01, 0.01, 0.00], [0.01, 0.00, 0.01], [-0.02, 0.01, 0.01], [-0.21, 0.39, 0.27], [0.02, -0.01, -0.02], [-0.09, 0.02, -0.32], [0.18, -0.04, 0.01], [0.19, -0.01, 0.47], [0.05, -0.02, -0.01], [-0.20, 0.04, -0.60], [-0.02, 0.02, 0.02], [-0.01, 0.00, 0.01], [0.00, -0.02, 0.01], [0.02, -0.06, 0.03]], "lowdin_charge": [0.82, -0.06, -0.56, -0.04, -0.05, -0.16, -0.08, -0.53, 0.90, -0.37, -0.37, -0.07, 0.03, -0.53, -0.04, -0.04, -0.08, 0.09, 0.09, 0.09, 0.09, 0.08, 0.09, 0.09, 0.09, 0.08, 0.11, 0.10, 0.08, 0.09, 0.09, 0.08, 0.09, 0.09, 0.07, 0.09, 0.07, -0.15, -0.37, 0.73, -0.39, -0.12, -0.38, -0.13, 0.08, 0.04, 0.06, 0.10, 0.08, 0.07, 0.06, 0.07, 0.08, 0.07, 0.08, 0.06, 0.06, 0.08, 0.07, 0.14, 0.20, -0.47, 0.20, 0.16, -0.30, -0.03, 0.12, 0.13, 0.13, -0.03]}